Density functional theory data (ωB97M-V/def2-TZVPD) for the molecule C5H10O2.

For the gap between HOMO and LUMO, the calculation gives 10.8 eV. The calculation puts the HOMO energy at -9.7521 eV. Its structure (SMILES) is C[C@@H](O)[C@H]1CCO1. For the strongest force on any atom, the calculation gives 0.348 eV Å⁻¹. For the energy relative to the best compared isomer or geometry (same formula, charge and spin), the calculation gives 1.962 eV. The LUMO energy is 1.0372 eV. As for the spin multiplicity: 1.

CARTESIAN COORDINATES (ANGSTROEM)
C  -2.10934  -0.48203  0.43998
C  -1.07327  0.23231  -0.42305
O  -0.89562  1.56788  0.01524
C  0.25408  -0.51467  -0.39905
C  1.51267  0.23845  -0.86074
C  2.00350  0.00042  0.57259
O  0.75062  -0.59157  0.95625
H  -3.04373  0.08597  0.45226
H  -2.31261  -1.49482  0.07556
H  -1.73515  -0.56396  1.46715
H  -1.42105  0.30509  -1.46137
H  -0.53684  1.50222  0.91235
H  0.13644  -1.51663  -0.83635
H  2.09600  -0.23439  -1.65315
H  1.31818  1.28550  -1.10043
H  2.22440  0.89263  1.17021
H  2.83174  -0.71241  0.67255

Force components x, y, z for each atom (eV/Å):
C 0.0 0.0 0.0
C -0.1 -0.2 -0.1
O 0.1 0.1 0.2
C -0.2 0.0 -0.2
C 0.0 0.1 -0.1
C 0.3 0.1 0.0
O 0.0 0.0 0.1
H 0.1 -0.1 0.0
H 0.0 0.1 0.0
H -0.1 0.0 -0.1
H 0.1 0.0 0.1
H -0.1 0.1 -0.1
H 0.0 0.1 0.1
H -0.1 0.1 0.1
H 0.0 -0.2 0.0
H 0.0 -0.1 -0.1
H -0.1 0.1 0.0

Atomic partial charges in e from the Löwdin method, atoms 1 to 4:
1 C -0.040
2 C -0.397
3 O -0.032
4 C -0.287



Density functional theory data (ωB97M-V/def2-TZVPD) for the molecule C5H10O2.

For the gap between HOMO and LUMO, the calculation gives 10.4 eV. The calculation puts the HOMO energy at -9.5133 eV. Its structure (SMILES) is OC[C@H]1CCOC1. For the strongest force on any atom, the calculation gives 0.501 eV Å⁻¹. For the energy relative to the best compared isomer or geometry (same formula, charge and spin), the calculation gives 1.702 eV. The LUMO energy is 0.8419 eV. As for the spin multiplicity: 1.

CARTESIAN COORDINATES (ANGSTROEM)
O  2.54312  0.12350  0.91868
C  1.63250  -0.55266  0.07849
C  0.18149  -0.19727  0.34733
C  -0.42367  1.18725  0.07205
C  -1.92159  0.82952  -0.00787
O  -2.00304  -0.52502  -0.44871
C  -0.68790  -0.99769  -0.62424
H  3.35060  -0.40517  0.92981
H  1.86263  -0.38273  -0.98612
H  1.69639  -1.63880  0.25705
H  -0.04282  -0.45991  1.39056
H  -0.22814  1.94797  0.83243
H  -0.07080  1.56968  -0.89417
H  -2.48061  1.46594  -0.70327
H  -2.40125  0.89342  0.97839
H  -0.33838  -0.77526  -1.65032
H  -0.66854  -2.08276  -0.49008

Force components x, y, z for each atom (eV/Å):
O 0.2 0.0 0.1
C -0.3 -0.2 -0.3
C -0.1 -0.1 0.0
C 0.1 0.0 0.0
C 0.0 0.3 0.1
O -0.1 0.0 0.0
C 0.2 -0.2 0.0
H -0.1 0.3 0.1
H 0.0 0.1 0.2
H 0.1 0.2 -0.1
H -0.1 -0.1 -0.2
H 0.1 -0.2 -0.1
H 0.0 -0.1 0.1
H 0.1 0.0 0.1
H 0.1 0.0 -0.1
H 0.0 -0.1 0.1
H -0.1 0.1 0.1

Atomic partial charges in e from the Löwdin method, atoms 1 to 4:
1 O -0.053
2 C -0.253
3 C -0.289
4 C -0.118



Density functional theory data (ωB97M-V/def2-TZVPD) for a 2-piece molecular cluster, C5H10O2 overall in a non-equilibrium geometry.

For the gap between HOMO and LUMO, the calculation gives 8.9 eV. The calculation puts the HOMO energy at -8.2003 eV. Its structure (SMILES) is C=C/C(O)=C/C.O. For the strongest force on any atom, the calculation gives 3.796 eV Å⁻¹. For the energy relative to the best compared isomer or geometry (same formula, charge and spin), the calculation gives 3.563 eV. The LUMO energy is 0.7362 eV. As for the spin multiplicity: 1.

CARTESIAN COORDINATES (ANGSTROEM)
C  -0.96848  2.14331  0.96542
C  0.37003  2.00214  0.80173
C  0.91735  0.70978  0.33522
O  0.19548  -0.42391  0.58969
C  2.24302  0.55439  0.01519
C  2.74558  -0.70601  -0.70012
H  -1.53905  1.25025  0.68939
H  -1.42451  3.06079  0.66769
H  0.99390  2.84126  1.09339
H  -0.23089  -0.75289  -0.21461
H  2.93498  1.26953  0.42862
H  1.81694  -1.24250  -0.91609
H  3.22050  -1.49370  -0.07960
H  3.28926  -0.54341  -1.62948
O  -4.16149  -2.94419  -1.37411
H  -3.80552  -3.76533  -1.69966
H  -5.06370  -3.08380  -1.06383

Force components x, y, z for each atom (eV/Å):
C 1.0 -1.3 -2.3
C -1.4 -0.5 0.8
C 3.4 0.4 1.7
O -1.2 -0.3 -1.2
C -0.9 -0.7 0.1
C -1.4 -0.5 1.1
H -0.1 0.3 0.4
H -0.4 0.9 1.2
H 0.4 -0.1 -0.8
H -0.2 0.0 0.2
H 0.1 0.7 -0.8
H 0.1 0.0 -0.6
H 0.4 0.9 0.0
H 0.1 0.2 0.2
O -0.1 0.8 0.2
H -0.2 -0.5 -0.1
H 0.3 -0.3 -0.2

Atomic partial charges in e from the Löwdin method, atoms 1 to 4:
1 C 0.011
2 C -0.115
3 C -0.372
4 O 0.013



Density functional theory data (ωB97M-V/def2-TZVPD) for the molecule C5H10O2.

For the gap between HOMO and LUMO, the calculation gives 7.6 eV. The calculation puts the HOMO energy at -6.9057 eV. For the strongest force on any atom, the calculation gives 0.519 eV Å⁻¹. For the energy relative to the best compared isomer or geometry (same formula, charge and spin), the calculation gives 7.224 eV. The LUMO energy is 0.7231 eV. As for the spin multiplicity: 1.

CARTESIAN COORDINATES (ANGSTROEM)
O  1.86967  0.24160  0.32905
C  1.94959  -1.20453  -0.30356
C  0.21138  -0.30425  0.42399
C  -0.43615  1.10561  0.63074
C  -1.75884  1.04711  -0.14301
O  -1.59992  0.02424  -1.10470
C  -0.80483  -0.98330  -0.52408
H  1.94110  0.88208  -0.39342
H  2.44788  -1.04395  -1.27220
H  2.66574  -1.71294  0.35247
H  0.33044  -0.84768  1.35328
H  -0.57786  1.30368  1.69723
H  0.19558  1.90786  0.24028
H  -1.97255  1.97162  -0.68678
H  -2.61039  0.83309  0.52296
H  -0.35915  -1.57478  -1.31356
H  -1.41657  -1.64395  0.12393

Force components x, y, z for each atom (eV/Å):
O -0.2 0.1 -0.1
C 0.5 -0.2 -0.1
C -0.4 0.2 0.3
C 0.0 0.0 0.0
C -0.1 0.2 0.2
O 0.0 0.0 -0.1
C 0.2 -0.2 0.0
H 0.0 -0.1 0.1
H -0.1 -0.1 0.1
H 0.0 0.1 -0.1
H 0.0 0.1 -0.2
H 0.0 0.0 -0.2
H -0.1 -0.1 0.0
H 0.0 -0.1 0.1
H 0.1 -0.1 -0.1
H -0.1 0.1 0.1
H 0.1 0.1 -0.1

Atomic partial charges in e from the Löwdin method, atoms 1 to 4:
1 O -0.149
2 C -0.084
3 C -0.142
4 C -0.106



Density functional theory data (ωB97M-V/def2-TZVPD) for the molecule C5H10O2.

For the gap between HOMO and LUMO, the calculation gives 10.6 eV. The calculation puts the HOMO energy at -9.6037 eV. Its structure (SMILES) is CCO[C@@H](C)C=O. For the strongest force on any atom, the calculation gives 0.603 eV Å⁻¹. For the energy relative to the best compared isomer or geometry (same formula, charge and spin), the calculation gives 1.988 eV. The LUMO energy is 1.0183 eV. As for the spin multiplicity: 1.

CARTESIAN COORDINATES (ANGSTROEM)
C  1.66046  -1.05140  -0.34454
C  1.33959  -0.36840  0.98278
O  0.39307  0.68679  0.86240
C  -0.81474  0.25023  0.28927
C  -1.80714  1.39928  0.25684
C  -0.64459  -0.11771  -1.17606
O  -1.21492  -1.03365  -1.71892
H  2.26443  -1.94267  -0.19482
H  0.77407  -1.43976  -0.84851
H  2.18522  -0.37107  -1.02371
H  0.97218  -1.10958  1.70943
H  2.24060  0.09019  1.40101
H  -1.22292  -0.61975  0.82916
H  -2.68797  1.08219  -0.31158
H  -2.10498  1.69978  1.26213
H  -1.35178  2.25664  -0.25121
H  0.01944  0.58888  -1.72369

Force components x, y, z for each atom (eV/Å):
C 0.2 -0.1 0.0
C 0.2 -0.2 0.0
O 0.0 0.0 -0.2
C -0.2 -0.1 -0.1
C -0.1 0.1 0.1
C -0.5 -0.2 -0.3
O -0.1 0.6 0.0
H 0.3 0.1 0.2
H 0.5 0.0 0.3
H -0.1 -0.1 0.1
H 0.0 0.1 -0.1
H -0.2 -0.1 0.0
H 0.1 0.1 -0.1
H 0.0 0.1 0.2
H 0.0 0.0 -0.1
H -0.1 -0.1 0.1
H -0.2 -0.1 -0.1

Atomic partial charges in e from the Löwdin method, atoms 1 to 4:
1 C -0.073
2 C -0.234
3 O -0.114
4 C -0.388



Density functional theory data (ωB97M-V/def2-TZVPD) for the molecule C5H10O2.

For the gap between HOMO and LUMO, the calculation gives 11.1 eV. The calculation puts the HOMO energy at -9.9919 eV. Its structure (SMILES) is C[C@@H](O)[C@H]1CCO1. For the strongest force on any atom, the calculation gives 0.406 eV Å⁻¹. For the energy relative to the best compared isomer or geometry (same formula, charge and spin), the calculation gives 1.983 eV. The LUMO energy is 1.0621 eV. As for the spin multiplicity: 1.

CARTESIAN COORDINATES (ANGSTROEM)
C  -2.16340  -0.53855  0.34084
C  -1.09731  0.28270  -0.38130
O  -0.93367  1.55065  0.21964
C  0.24404  -0.44243  -0.32153
C  1.50366  0.23551  -0.87729
C  2.04731  0.04191  0.54193
O  0.75340  -0.32880  1.03938
H  -3.08888  0.03693  0.42611
H  -2.37510  -1.47366  -0.19092
H  -1.81641  -0.79186  1.34959
H  -1.39216  0.45817  -1.42467
H  -0.38786  1.35265  1.00048
H  0.14530  -1.49809  -0.60551
H  2.04291  -0.28055  -1.67416
H  1.32140  1.28080  -1.14118
H  2.46198  0.91768  1.04856
H  2.73480  -0.80307  0.65003

Force components x, y, z for each atom (eV/Å):
C 0.0 0.0 0.0
C 0.0 -0.2 -0.2
O 0.1 0.0 0.2
C -0.2 -0.1 0.0
C 0.0 0.0 -0.1
C 0.4 0.1 0.0
O -0.2 -0.2 0.0
H 0.1 -0.1 0.0
H 0.0 0.1 0.0
H -0.1 0.1 -0.1
H 0.1 -0.1 0.1
H -0.2 0.3 0.0
H 0.0 0.1 0.0
H -0.2 0.1 0.1
H 0.1 -0.2 0.1
H -0.1 -0.1 0.0
H 0.1 0.1 -0.1

Atomic partial charges in e from the Löwdin method, atoms 1 to 4:
1 C -0.042
2 C -0.398
3 O -0.032
4 C -0.276